Record 1
{
  "formula": "C32H55BaN4OP2",
  "method": "wB97M-V/def2-TZVPD",
  "e_lumo_ev": [-2.331, -2.310],
  "charge": 1,
  "e_homo_ev": [-7.513, -7.017],
  "orbital_gap_ev": [5.183, 4.707],
  "largest_force_ev_per_a": 5.17,
  "species": ["C", "C", "C", "C", "C", "H", "H", "H", "N", "P", "P", "C", "H", "H", "C", "H", "C", "C", "C", "C", "C", "H", "H", "H", "C", "H", "H", "H", "C", "H", "H", "H", "C", "H", "H", "H", "C", "H", "H", "H", "C", "H", "H", "H", "C", "H", "H", "H", "C", "H", "H", "H", "C", "H", "H", "H", "C", "H", "H", "H", "C", "H", "H", "H", "C", "H", "H", "H", "Ba", "C", "O", "N", "C", "C", "C", "C", "C", "H", "H", "H", "H", "H", "H", "H", "H", "H", "N", "C", "C", "C", "N", "H", "H", "H", "H"],
  "coordinates": [[-1.5395, -2.2194, 1.6513], [-0.2645, -2.4161, -0.2909], [-2.0039, -3.5163, 1.4889], [-0.5840, -3.7787, -0.4094], [-1.5083, -4.3163, 0.4737], [-2.7651, -3.9059, 2.1675], [-0.1461, -4.3802, -1.2083], [-1.8681, -5.3297, 0.3164], [-0.5997, -1.7035, 0.8287], [-1.4531, 0.2490, 3.1149], [1.9009, -0.6880, -2.4454], [-2.1989, -1.3826, 2.7478], [-3.2632, -1.2649, 2.4901], [-2.2125, -2.0142, 3.6445], [0.3036, -1.7707, -1.4888], [0.9202, -2.5400, -1.9889], [1.9101, -1.3177, -4.1996], [3.4786, -0.2342, -1.6457], [-2.8106, 1.6288, 2.8371], [-0.9208, -0.0089, 4.9303], [1.3010, -0.2069, -5.0826], [1.8658, 0.7298, -5.0010], [1.3008, -0.5114, -6.1386], [0.2647, 0.0092, -4.8064], [3.3198, -1.6550, -4.7199], [4.0166, -0.8119, -4.7083], [3.7546, -2.5048, -4.1778], [3.2189, -1.9701, -5.7701], [1.1169, -2.6458, -4.4018], [0.7533, -2.6908, -5.4379], [1.7671, -3.5185, -4.2487], [0.2458, -2.7805, -3.7595], [4.0914, 0.8678, -2.5223], [3.4514, 1.7641, -2.5300], [5.0693, 1.1573, -2.1136], [4.2505, 0.5564, -3.5616], [3.3066, 0.3201, -0.2029], [2.8342, 1.3286, -0.1844], [2.7959, -0.4183, 0.4512], [4.3034, 0.4535, 0.2355], [4.3094, -1.5351, -1.5628], [4.5929, -1.9279, -2.5465], [5.2334, -1.3458, -1.0030], [3.7565, -2.3175, -1.0177], [-0.2585, 1.2703, 5.4781], [0.0437, 1.0865, 6.5206], [0.6458, 1.5404, 4.9136], [-0.9306, 2.1383, 5.4829], [0.1147, -1.1493, 4.9323], [-0.3103, -2.0987, 4.5842], [0.9915, -0.9121, 4.3135], [0.4653, -1.3041, 5.9629], [-2.1146, -0.4063, 5.8074], [-1.7321, -0.6857, 6.8003], [-2.8245, 0.4145, 5.9492], [-2.6600, -1.2719, 5.4150], [-3.8997, 1.1147, 1.8862], [-4.5257, 0.3467, 2.3609], [-4.5620, 1.9570, 1.6296], [-3.5014, 0.7125, 0.9438], [-2.1053, 2.8557, 2.2055], [-1.7385, 2.6698, 1.1756], [-2.8366, 3.6742, 2.1164], [-1.2676, 3.2334, 2.8144], [-3.4940, 2.0498, 4.1423], [-4.0695, 1.2276, 4.5871], [-2.7991, 2.4573, 4.8875], [-4.2144, 2.8510, 3.9073], [0.4731, 0.8704, 0.6546], [3.2829, 1.2240, 2.7940], [4.1567, 1.2910, 3.5382], [0.6432, 0.4060, -2.2826], [-0.2427, -0.6465, -2.1144], [-1.6834, -0.5769, -2.6455], [-1.9769, -1.8017, -3.5099], [-2.6393, -0.6063, -1.4587], [-1.9171, 0.7019, -3.4484], [-1.3980, -1.7828, -4.4383], [-1.7902, -2.7473, -2.9862], [-3.0305, -1.7939, -3.8067], [-2.4896, 0.2811, -0.8238], [-3.6851, -0.5964, -1.8057], [-2.5050, -1.5040, -0.8470], [-2.9607, 0.7372, -3.7878], [-1.7117, 1.5879, -2.8360], [-1.2876, 0.7381, -4.3393], [1.1004, 3.7504, -1.1619], [1.2416, 5.0837, -1.1531], [1.6726, 5.4299, 0.1297], [1.7764, 4.2327, 0.8437], [1.4124, 3.1795, 0.0558], [0.8260, 3.1387, -1.9388], [1.0420, 5.6986, -2.0149], [1.8868, 6.4161, 0.4931], [2.0917, 4.0797, 1.8697]],
  "forces_ev_per_a": [[0.16, -0.44, -0.17], [-0.20, -0.13, -0.64], [-0.59, 0.28, 0.72], [-0.24, -0.57, 0.80], [0.85, -0.22, -0.84], [0.16, 0.17, -0.19], [-0.32, 0.33, 0.07], [0.04, 0.12, 0.18], [-0.91, 0.46, -0.48], [0.31, 0.47, 0.18], [-0.64, 1.56, 0.80], [-0.27, -0.55, -0.11], [0.38, -0.01, -0.05], [0.02, 0.30, -0.09], [1.35, -4.33, 2.49], [-1.54, -0.49, 0.31], [0.41, -0.30, -0.69], [0.40, 0.43, -0.65], [0.30, -0.61, 0.52], [-0.52, 0.39, -0.33], [-0.06, 0.06, -0.09], [-0.09, -0.19, 0.02], [0.11, -0.11, 0.20], [0.43, -0.12, -0.02], [0.11, -0.02, -0.31], [-0.14, -0.25, -0.03], [-0.09, 0.27, -0.20], [0.02, 0.07, 0.26], [-0.10, -0.15, 0.12], [0.21, 0.06, 0.15], [-0.11, 0.21, 0.02], [0.32, 0.18, -0.23], [0.80, 0.28, 0.28], [0.11, -0.29, 0.03], [0.00, 0.14, -0.12], [-0.08, 0.12, 0.46], [0.03, -0.23, -0.50], [0.38, -0.68, -0.15], [0.19, 0.24, -0.34], [-0.07, -0.03, -0.15], [0.22, 0.15, 0.13], [-0.10, 0.20, 0.39], [-0.04, 0.01, -0.10], [0.09, 0.25, -0.21], [-0.01, -0.08, 0.09], [-0.03, 0.09, -0.25], [-0.19, -0.10, 0.06], [0.18, -0.26, -0.02], [-0.03, 0.06, -0.06], [0.13, 0.19, 0.05], [-0.19, -0.04, 0.09], [-0.08, 0.05, -0.22], [0.13, 0.01, 0.46], [-0.15, 0.02, -0.15], [0.26, -0.24, 0.00], [0.11, 0.18, 0.10], [-0.04, 0.09, -0.13], [0.18, 0.22, -0.14], [0.16, -0.21, 0.05], [-0.08, 0.05, 0.27], [-0.08, -0.08, 0.06], [-0.20, -0.02, 0.36], [0.21, -0.19, 0.00], [-0.21, -0.19, -0.12], [-0.31, 0.42, -0.05], [0.21, 0.23, -0.16], [-0.21, -0.17, -0.21], [0.15, -0.17, 0.09], [-0.70, -1.78, -0.87], [2.43, 0.23, 2.33], [-2.58, -0.21, -2.27], [1.61, 1.56, -0.51], [-1.61, 1.99, -0.34], [0.48, -0.03, 0.47], [-0.41, -0.01, -0.46], [-0.58, 0.03, 0.16], [-0.23, -0.04, -0.01], [-0.07, -0.02, 0.18], [0.04, 0.23, -0.02], [-0.03, -0.02, 0.04], [-0.02, -0.14, -0.09], [0.21, 0.05, 0.11], [-0.05, 0.16, -0.09], [0.12, 0.04, 0.13], [-0.03, -0.09, -0.16], [-0.12, 0.13, 0.20], [0.12, -0.57, 0.69], [0.30, -0.19, 1.01], [-0.08, -0.12, -0.37], [-0.57, -0.68, -1.35], [0.46, 2.53, -0.56], [0.17, 0.10, 0.41], [-0.01, -0.09, -0.03], [0.03, 0.13, -0.01], [-0.10, -0.04, -0.20]]
}


Record 2
{
  "formula": "C20H31N3O",
  "method": "wB97M-V/def2-TZVPD",
  "e_lumo_ev": 0.813,
  "smiles": "NC1=NC[C@@H](Cc2ccc(O)cc2)N1CCCCC1CCCCC1",
  "charge": 0,
  "e_homo_ev": -7.904,
  "orbital_gap_ev": 8.717,
  "largest_force_ev_per_a": 0.70,
  "species": ["N", "C", "N", "C", "H", "H", "C", "N", "C", "H", "C", "C", "C", "H", "H", "C", "C", "C", "C", "C", "C", "H", "H", "H", "H", "H", "H", "H", "H", "H", "H", "H", "H", "H", "H", "H", "H", "C", "C", "C", "C", "C", "C", "C", "H", "H", "O", "H", "H", "H", "H", "H", "H", "H", "H"],
  "coordinates": [[-0.9210, -3.4165, -1.0019], [0.2114, -2.6529, -0.8601], [1.1453, -2.6105, -1.7295], [2.2094, -1.7904, -1.1940], [2.3649, -0.9309, -1.8513], [3.1409, -2.3622, -1.1694], [1.7471, -1.3488, 0.2190], [0.4029, -1.9012, 0.2830], [-0.2409, -2.1769, 1.5411], [-0.7892, -3.1203, 1.4531], [-1.2056, -1.0670, 1.9808], [-2.3351, -0.8478, 0.9779], [-3.2380, 0.3136, 1.3880], [-3.5963, 0.1315, 2.4049], [-2.6537, 1.2365, 1.4067], [-4.4508, 0.5038, 0.4703], [-5.4327, 1.4997, 1.0930], [-6.6606, 1.6924, 0.2084], [-6.2492, 2.1759, -1.1780], [-5.2746, 1.1884, -1.8101], [-4.0489, 0.9968, -0.9211], [-3.3707, 0.2841, -1.3935], [-3.5204, 1.9482, -0.8238], [-4.9641, 1.5480, -2.7935], [-5.7746, 0.2266, -1.9492], [-7.1312, 2.2886, -1.8119], [-5.7702, 3.1541, -1.0932], [-7.3392, 2.4130, 0.6698], [-7.1936, 0.7429, 0.1170], [-5.7420, 1.1444, 2.0788], [-4.9295, 2.4602, 1.2283], [-4.9610, -0.4612, 0.3642], [-2.9381, -1.7579, 0.9071], [-1.8947, -0.6451, 0.0002], [-1.6222, -1.3386, 2.9532], [-0.6556, -0.1330, 2.1030], [0.5284, -2.3069, 2.3135], [1.7528, 0.1779, 0.4017], [3.1367, 0.7339, 0.2344], [4.0952, 0.5361, 1.2198], [5.3834, 1.0131, 1.0679], [5.7385, 1.7046, -0.0835], [4.7858, 1.9144, -1.0741], [3.5029, 1.4310, -0.9105], [2.7717, 1.6065, -1.6862], [5.0706, 2.4565, -1.9616], [6.9943, 2.1945, -0.2774], [7.5499, 1.9753, 0.4801], [6.1184, 0.8506, 1.8461], [3.8322, 0.0054, 2.1237], [1.0738, 0.6195, -0.3296], [1.3849, 0.4124, 1.4032], [2.3771, -1.8002, 1.0004], [-1.7677, -3.0030, -0.6420], [-1.0115, -3.7776, -1.9394]],
  "forces_ev_per_a": [[-0.26, -0.07, 0.11], [0.57, 0.14, -0.17], [-0.38, -0.44, -0.39], [0.06, -0.01, 0.11], [0.10, 0.03, 0.08], [0.03, 0.15, 0.02], [0.14, 0.32, -0.12], [-0.15, -0.10, -0.07], [-0.19, 0.19, 0.31], [0.07, 0.03, 0.08], [-0.01, -0.30, -0.28], [0.14, 0.31, 0.34], [-0.21, -0.36, -0.29], [0.01, 0.06, 0.08], [0.03, 0.09, 0.06], [0.30, 0.42, 0.26], [-0.22, -0.36, -0.13], [0.12, 0.32, 0.05], [-0.17, -0.29, -0.04], [0.15, 0.30, -0.02], [-0.23, -0.38, -0.06], [0.11, 0.04, -0.01], [0.11, 0.07, 0.03], [-0.03, -0.08, -0.05], [-0.02, -0.06, -0.06], [0.01, 0.09, -0.02], [0.00, 0.09, -0.02], [-0.08, -0.06, 0.01], [-0.08, -0.04, 0.02], [0.06, 0.04, 0.07], [0.07, 0.08, 0.06], [-0.03, -0.04, -0.01], [-0.05, -0.09, -0.07], [-0.02, -0.08, -0.08], [-0.01, 0.05, 0.08], [0.03, 0.05, 0.07], [-0.04, -0.10, -0.07], [0.16, -0.31, 0.13], [-0.12, 0.08, 0.06], [-0.03, 0.04, -0.12], [0.17, 0.05, -0.04], [-0.28, -0.13, 0.09], [0.36, 0.07, 0.06], [0.04, -0.03, 0.13], [-0.09, 0.00, -0.08], [0.03, 0.07, -0.12], [0.19, 0.08, -0.03], [-0.10, 0.02, -0.09], [0.06, -0.01, 0.06], [-0.03, -0.06, 0.11], [-0.07, -0.02, 0.01], [-0.08, 0.07, -0.03], [-0.09, 0.03, -0.03], [-0.01, -0.02, -0.05], [0.00, 0.02, 0.03]]
}


Record 3
{
  "formula": "C4H5NO2",
  "method": "wB97M-V/def2-TZVPD",
  "e_lumo_ev": -0.015,
  "smiles": "O=C[C@H]1CN1C=O",
  "charge": 0,
  "e_homo_ev": -9.706,
  "orbital_gap_ev": 9.691,
  "largest_force_ev_per_a": 1.60,
  "species": ["O", "C", "C", "C", "N", "C", "O", "H", "H", "H", "H", "H"],
  "coordinates": [[1.2824, 0.6998, -1.5032], [1.1952, -0.2407, -0.7396], [0.6127, 0.1636, 0.5908], [-0.2614, 1.2597, 0.2504], [-0.6460, -0.2877, 1.1391], [-1.2334, -1.1442, 0.2011], [-0.7746, -1.3598, -0.9095], [1.6514, -1.2099, -0.9625], [1.3461, 0.3397, 1.3766], [-0.8710, 1.1807, -0.6415], [-0.1549, 2.2625, 0.6730], [-2.1465, -1.6637, 0.5252]],
  "forces_ev_per_a": [[0.67, -0.77, -0.62], [0.65, 0.41, -0.45], [0.65, 0.36, -0.37], [-1.13, -0.45, 1.04], [-0.18, 0.93, -0.48], [-0.17, 0.23, -0.47], [-0.39, -0.20, 0.47], [-0.01, -0.05, 0.13], [0.06, 0.00, -0.16], [0.40, -0.05, 0.05], [-0.65, -0.63, 0.67], [0.08, 0.23, 0.18]]
}